ORCA calculation (the ωB97M-V functional and the def2-TZVPD basis) on a 3-piece molecular cluster, C32H46O8 overall in a non-equilibrium geometry.

Last column: Löwdin charge in e.
CARTESIAN COORDINATES (ANGSTROEM)
C: -3.43113 -5.86709 0.82212  -0.082
C: -4.52261 -5.19390 -0.15002  -0.252
O: -3.97171 -4.37948 -1.21422  -0.188
C: -3.76567 -3.00832 -0.80860  -0.169
C: -2.15886 -2.82345 -0.61227  -0.161
O: -1.85214 -1.40456 -0.61095  -0.192
C: -0.45828 -1.17345 -0.93267  -0.156
C: 0.54966 -2.26424 -0.31021  -0.041
C: 0.75338 -2.32168 1.25433  -0.093
C: -0.04004 -1.29181 2.22012  -0.134
C: 1.09259 -0.28474 2.81219  -0.194
C: 1.50838 0.86689 1.74910  -0.146
C: 2.22728 2.02948 2.62308  -0.208
O: 2.90485 3.02547 1.78693  -0.095
C: 3.34752 4.02958 2.71727  -0.240
O: 4.23182 4.87962 2.45085  0.026
C: 1.74267 -3.40292 1.81627  -0.006
C: 2.55242 -4.37647 0.89663  0.008
C: 2.33578 -4.24530 -0.62599  -0.042
C: 1.32910 -3.21000 -1.26174  0.016
C: 1.19983 -3.17529 -2.87207  -0.246
O: 0.10377 -3.08704 -3.48073  0.047
C: 2.61170 -3.31640 -3.64517  -0.035
C: 2.95850 -2.46506 -4.91120  0.011
C: 4.38677 -2.67901 -5.52827  -0.052
C: 5.41208 -3.68260 -4.89355  -0.057
C: 5.02704 -4.53144 -3.65094  -0.002
C: 3.61589 -4.35157 -3.01015  -0.037
C: 3.14184 -5.15393 -1.69043  -0.256
O: 3.38782 -6.37752 -1.50544  0.042
H: -2.37668 -5.43411 0.72317  0.070
H: -3.79813 -5.69233 1.90620  0.080
H: -3.45866 -6.99815 0.64273  0.075
H: -5.31056 -4.58401 0.41681  0.115
H: -5.08784 -6.06091 -0.66737  0.125
H: -4.05167 -2.24043 -1.62422  0.136
H: -4.31847 -2.70140 0.14305  0.126
H: -1.66493 -3.36558 -1.49576  0.136
H: -1.89927 -3.33139 0.38492  0.119
H: -0.39113 -1.09806 -2.07816  0.130
H: -0.12875 -0.13390 -0.54189  0.124
H: -0.52660 -1.93845 3.03028  0.124
H: -0.77698 -0.63075 1.65517  0.087
H: 1.97595 -0.92193 3.15612  0.105
H: 0.71978 0.28276 3.75189  0.120
H: 0.55212 1.30614 1.27402  0.119
H: 2.22698 0.47104 0.93439  0.131
H: 3.00554 1.55402 3.31726  0.136
H: 1.46473 2.55927 3.29077  0.128
H: 2.88979 4.09830 3.77673  0.166
H: 1.93041 -3.52777 2.94760  0.103
H: 3.29430 -5.15719 1.30245  0.114
H: 2.23980 -1.71428 -5.37413  0.103
H: 4.76199 -2.09706 -6.44677  0.092
H: 6.45567 -3.78619 -5.35306  0.091
H: 5.72872 -5.27613 -3.12939  0.108
C: 2.99211 6.33848 0.13674  -0.086
C: 1.90335 5.34046 -0.21654  -0.267
O: 0.58713 5.86346 -0.07388  -0.163
C: 0.25906 6.97732 -0.89121  -0.284
C: 0.33254 6.67886 -2.37906  -0.085
H: 2.81954 6.76511 1.12768  0.081
H: 3.97114 5.85605 0.12615  0.074
H: 3.02032 7.16701 -0.57640  0.067
H: 1.97097 4.49199 0.46380  0.088
H: 2.04678 4.94187 -1.22648  0.111
H: 0.88179 7.83899 -0.63049  0.106
H: -0.76991 7.25038 -0.63977  0.116
H: 1.35993 6.48809 -2.69875  0.065
H: -0.04557 7.52583 -2.95731  0.075
H: -0.25670 5.79133 -2.62448  0.081
C: -5.02646 2.86764 3.21157  -0.083
C: -3.66810 3.04870 2.55673  -0.279
O: -2.95184 1.83153 2.39384  -0.170
C: -3.56057 0.84582 1.56980  -0.277
C: -3.76501 1.29798 0.13457  -0.072
H: -4.93291 2.31115 4.14777  0.082
H: -5.48105 3.83871 3.42118  0.077
H: -5.71135 2.31105 2.56698  0.066
H: -3.05154 3.68475 3.19692  0.117
H: -3.75910 3.56757 1.59711  0.108
H: -4.50143 0.50471 2.01386  0.109
H: -2.88618 -0.01524 1.57153  0.092
H: -4.50364 2.10097 0.06855  0.068
H: -4.11898 0.46673 -0.47995  0.069
H: -2.83070 1.67743 -0.28752  0.084

Values from the calculation:
Max |F| (eV/Å): 5.08
Orbital gap (eV): 7.84
Energy (eV): -50297.0439
E_LUMO (eV): -1.18
SMILES: CCOCCOCc1c(CCCCOC=O)ccc2c1C(=O)c1ccccc1C2=O.CCOCC.CCOCC